# C29H51NO2S

A cluster of 3 separate species, C29H51NO2S in total (the ωB97M-V functional and the def2-TZVPD basis, the Open Molecules 2025 dataset).

Structure (ORCA input):
```
! RIJCOSX wB97M-V def2-TZVPD def2/J DEFGRID3
* xyz 0 1
C 0.0627 3.7782 -0.1671
C 1.4530 2.9599 -0.1005
C 1.2623 1.5610 0.6690
C 2.2960 0.4096 0.1913
C 2.0214 -0.1420 -1.2901
C 0.8821 -1.2825 -1.3254
C -0.5981 -0.6651 -1.3968
O -0.7203 0.5244 -1.8131
O -1.7687 -1.3871 -1.0252
C -1.9428 -1.4289 0.4106
C -2.6388 -0.1373 1.0476
C -4.1245 0.1508 0.5432
C -4.6689 -0.0683 -0.8862
C -6.1486 0.2990 -1.2733
C -7.1435 0.9260 -0.2396
C -8.6557 1.3577 -0.6199
C -6.5889 1.1165 1.2044
C -5.1169 0.7525 1.6068
N -2.6069 -2.7177 0.8768
C -1.7482 -3.2938 1.6710
S -0.6076 -3.8814 2.7440
H 0.2551 4.7166 -0.8136
H -0.8175 3.1678 -0.5659
H -0.2380 4.1540 0.8740
H 2.2027 3.6596 0.4330
H 1.7892 2.7744 -1.1763
H 1.4758 1.7799 1.7864
H 0.2077 1.1354 0.5669
H 2.3338 -0.4263 0.9920
H 3.3368 0.8895 0.1899
H 3.0007 -0.6241 -1.6510
H 1.8184 0.7395 -1.9849
H 0.9502 -1.8345 -0.3100
H 1.0922 -2.0652 -2.1356
H -0.8740 -1.4729 0.8626
H -2.7014 -0.3262 2.1885
H -2.0121 0.8289 0.9450
H -4.0036 -0.4996 -1.7000
H -6.5580 0.1393 -2.3338
H -8.5834 2.1734 -1.4387
H -9.2753 0.4867 -1.0250
H -9.1506 1.8841 0.2790
H -7.2661 1.5775 2.0098
H -4.7831 0.9461 2.6936
C 1.7928 -0.1041 8.5446
C 2.4957 -0.5605 7.2736
C 2.5472 0.5175 6.1899
C 1.1862 0.9830 5.6634
C 0.2981 -0.1185 5.0824
C 0.9049 -0.8023 3.8650
H 0.7433 0.1390 8.3611
H 1.8213 -0.8982 9.2962
H 2.2834 0.7769 8.9671
H 2.0141 -1.4669 6.8911
H 3.5228 -0.8436 7.5279
H 3.1525 0.1471 5.3553
H 3.0815 1.3903 6.5828
H 1.3565 1.7445 4.8934
H 0.6387 1.4880 6.4665
H -0.6588 0.3274 4.7897
H 0.0664 -0.8669 5.8467
H 1.1082 -0.0768 3.0717
H 0.2126 -1.5508 3.4691
H 1.8381 -1.3143 4.1125
C 5.0110 -0.2042 -6.1490
C 4.2436 -1.4563 -5.7474
C 3.2107 -1.8931 -6.7875
C 2.0848 -0.8894 -7.0543
C 1.2646 -0.4858 -5.8282
C 0.5214 -1.6512 -5.1901
H 4.3503 0.6606 -6.2474
H 5.7607 0.0373 -5.3900
H 5.5303 -0.3530 -7.0996
H 3.7660 -1.2996 -4.7740
H 4.9605 -2.2729 -5.6088
H 2.7784 -2.8490 -6.4722
H 3.7243 -2.0949 -7.7347
H 1.4120 -1.3178 -7.8061
H 2.5035 0.0147 -7.5094
H 0.5314 0.2674 -6.1353
H 1.9038 -0.0045 -5.0811
H -0.1543 -2.1231 -5.9087
H -0.0767 -1.2981 -4.3455
H 1.2102 -2.4113 -4.8126
*
```

Properties
- HOMO (eV) = -8.4
- SMILES = CCCCCCC(=O)O[C@@H](Cc1ccc(C)cc1)N=C=S.CCCCCC.CCCCCC

Atomic partial charges in e from the Löwdin method, atoms 1 to 4:
1. C -0.14
2. C -0.24
3. C -0.21
4. C -0.20

***

# C29H51NO2SSi2V

A structure of composition C29H51NO2SSi2V (the ωB97M-V functional and the def2-TZVPD basis, the Open Molecules 2025 dataset).

Structure (ORCA input):
```
! RIJCOSX wB97M-V def2-TZVPD def2/J DEFGRID3
* xyz 1 3
O -1.4711 -1.9155 -1.6435
O 1.2199 0.7733 -3.3952
C -0.4118 -2.8011 -2.0644
C -0.7727 -4.2424 -1.8084
H 0.4696 -2.5333 -1.4579
H -0.1652 -2.6318 -3.1347
H -0.9279 -4.4105 -0.7396
H 0.0596 -4.8706 -2.1386
H -1.6662 -4.5386 -2.3595
C -2.2584 -1.2360 -2.6314
C -1.8985 -1.3870 -4.0922
H -2.2260 -0.1769 -2.3214
H -3.2786 -1.6088 -2.4784
H -0.9193 -0.9485 -4.3331
H -2.6501 -0.8271 -4.6686
H -1.9301 -2.4287 -4.4192
C 0.5644 2.0487 -3.3123
C 2.3707 0.5893 -4.2204
C -0.5805 2.0577 -4.2907
H 1.2484 2.9070 -3.4613
H 0.1796 2.0899 -2.2883
H -0.2051 1.9863 -5.3132
H -1.1628 2.9746 -4.1880
H -1.2409 1.2011 -4.0934
C 2.0280 0.7423 -5.6812
H 2.6720 -0.4320 -3.9957
H 3.1948 1.2596 -3.9385
H 1.0884 0.2092 -5.9005
H 2.8269 0.3227 -6.2943
H 1.9070 1.7979 -5.9287
H 1.9597 0.4538 -1.3995
V -0.2644 -0.0932 1.2210
C 1.5115 0.0214 -0.5360
Si 3.1361 0.3866 0.3476
H 1.2511 -1.0243 -0.7386
H 0.5852 0.6605 -0.4017
C 4.4099 -0.6797 -0.5374
C 3.2547 0.0086 2.1590
C 3.4383 2.2022 -0.0165
C -1.9084 -1.2076 1.1729
Si -3.4365 -0.1258 1.1293
H -1.8673 -1.8759 2.0564
H -1.7669 -1.8432 0.2730
C -4.7652 -1.0378 0.1638
C -3.2482 1.5387 0.2952
C -3.9493 0.1122 2.9157
H 3.0116 2.5270 -0.9779
H 4.5223 2.3888 -0.0523
H 2.9945 2.8281 0.7671
H 4.2244 -1.7432 -0.3364
H 5.4095 -0.4276 -0.1562
H 4.4108 -0.5356 -1.6250
H 2.8313 -0.9804 2.3951
H 2.7706 0.7776 2.7745
H 4.3320 -0.0075 2.3955
H -3.3707 1.4469 -0.7922
H -2.2934 2.0389 0.4915
H -4.0495 2.1978 0.6670
H -4.7817 0.8245 2.9844
H -3.1085 0.4925 3.5163
H -4.2755 -0.8486 3.3436
H -5.7541 -0.6778 0.4792
H -4.7088 -2.1186 0.3446
H -4.6639 -0.8629 -0.9159
S 0.4238 0.8142 5.4700
C 0.5148 -0.9511 5.2935
C 0.6706 -1.9167 6.2880
C 0.7089 -3.2685 5.8998
C 0.5785 -3.6458 4.5499
C 0.4187 -2.6711 3.5509
C 0.3843 -1.3336 3.9535
N 0.2235 -0.2325 3.0896
C 0.2413 0.9561 3.7639
C 0.1239 2.1482 2.9737
C 0.2859 3.4426 3.5070
C 0.2933 4.5371 2.6441
C 0.1329 4.3452 1.2610
C -0.0661 3.0515 0.7357
C -0.0932 1.9630 1.5839
H 0.7522 -1.5926 7.3189
H 0.8378 -4.0385 6.6638
H 0.5949 -4.6992 4.2826
H 0.3119 -2.9294 2.4919
H 0.4069 3.5601 4.5817
H 0.4171 5.5425 3.0410
H 0.1442 5.2023 0.5893
H -0.2114 2.9290 -0.3480
*
```

Properties
- HOMO (spin up / spin down) (eV) = -11.2 / -11.4

Atomic partial charges in e from the Löwdin method, atoms 1 to 4:
1. O -0.23
2. O -0.23
3. C -0.26
4. C -0.06

***

# C29H53FO11S

A cluster of 5 separate species, C29H53FO11S in total (the ωB97M-V functional and the def2-TZVPD basis, the Open Molecules 2025 dataset).

Structure (ORCA input):
```
! RIJCOSX wB97M-V def2-TZVPD def2/J DEFGRID3
* xyz 0 1
C 0.4687 2.6827 -0.1292
C 1.1690 1.7204 -0.3059
C 2.2280 0.6965 -0.3216
C 3.4743 1.3496 0.4076
C 4.1200 2.3603 -0.5587
C 4.8031 3.5784 0.1259
C 3.9571 4.2584 1.2287
C 4.6736 5.5620 1.7347
O 4.9693 5.4315 3.1181
C 3.7982 5.5676 3.9227
O 2.7151 0.3477 -1.6414
S 3.6998 -0.9474 -1.4803
O 3.3782 -1.7230 -2.6259
O 5.0793 -0.6509 -1.3831
O 3.0489 -1.4572 -0.0906
C 1.8235 -0.7190 0.2131
C 1.6063 -0.7100 1.7524
O 0.2623 -0.8475 2.1487
C -0.3649 0.3840 2.5094
C -1.8412 0.4018 2.0220
O -2.2316 1.6723 1.5209
C -2.6277 1.5936 0.1386
C -2.9660 2.9945 -0.4122
C 0.7796 -1.5099 -0.6436
C 0.8833 -3.0048 -0.2809
F -0.4998 -1.0048 -0.5062
H -0.2081 3.3936 0.3050
H 3.0593 1.8119 1.3136
H 4.1725 0.5754 0.7589
H 3.4173 2.7621 -1.3023
H 4.9019 1.8506 -1.1412
H 4.9338 4.3414 -0.6647
H 5.8182 3.3204 0.4616
H 2.9481 4.5289 0.8886
H 3.9219 3.5468 2.0672
H 5.6086 5.6889 1.1735
H 3.9967 6.4128 1.5339
H 3.8982 6.4751 4.5392
H 2.8718 5.6297 3.3371
H 3.7795 4.7051 4.6069
H 2.0795 0.1473 2.2505
H 2.1293 -1.6079 2.1276
H -0.4248 0.4020 3.6155
H 0.1810 1.2845 2.2035
H -2.0287 -0.3579 1.2504
H -2.4920 0.1462 2.8778
H -3.4362 0.8645 -0.0260
H -1.7205 1.2710 -0.4034
H -3.0085 3.7218 0.4124
H -3.8898 3.0131 -1.0017
H -2.1672 3.3504 -1.0778
H 1.0290 -1.4406 -1.7121
H -0.0268 -3.5808 -0.5466
H 1.1743 -3.1657 0.7663
H 1.6921 -3.4637 -0.8707
C -0.1392 -7.2391 0.7846
C -1.4267 -6.4848 0.5745
C -2.7100 -7.1849 0.9521
O -1.4318 -5.3624 0.1209
H 0.6973 -6.6202 0.4728
H -0.0196 -7.4849 1.8415
H -0.1395 -8.1513 0.1882
H -2.7024 -7.4282 2.0158
H -2.8241 -8.0965 0.3632
H -3.5537 -6.5275 0.7483
C -6.8684 0.8601 0.6063
C -6.2281 0.1522 -0.5621
C -6.9316 -1.0693 -1.0996
O -5.1932 0.5488 -1.0467
H -6.2576 1.7166 0.8879
H -7.8632 1.2130 0.3290
H -6.9389 0.1829 1.4592
H -7.9291 -0.8004 -1.4513
H -7.0048 -1.8303 -0.3208
H -6.3625 -1.4750 -1.9341
C 2.5885 -9.5807 -2.4155
C 2.8823 -8.3369 -1.6134
C 3.8612 -7.3524 -2.2024
O 2.3544 -8.1374 -0.5427
H 1.8714 -10.1972 -1.8760
H 2.1615 -9.3086 -3.3821
H 3.5048 -10.1545 -2.5625
H 3.4894 -6.9839 -3.1598
H 4.8327 -7.8299 -2.3402
H 3.9778 -6.5093 -1.5239
C -3.9350 7.8836 -1.0478
C -3.4835 6.7403 -1.9239
C -3.9357 6.7554 -3.3636
O -2.7896 5.8504 -1.4911
H -3.5394 7.7458 -0.0431
H -3.5620 8.8287 -1.4463
H -5.0248 7.9066 -0.9966
H -3.5627 7.6516 -3.8624
H -5.0256 6.7294 -3.4126
H -3.5405 5.8792 -3.8745
*
```

Properties
- energy relative to the best compared isomer or geometry (same formula, charge and spin) (kcal/mol) = 85.2
- HOMO (eV) = -8.9
- SMILES = C#C[C@]1(CCCCCOC)OS(=O)(=O)O[C@]1(COCCOCC)[C@@H](C)F.CC(C)=O.CC(C)=O.CC(C)=O.CC(C)=O

Atomic partial charges in e from the Löwdin method, atoms 1 to 4:
1. C 0.17
2. C -0.01
3. C -0.38
4. C -0.11